{
  "formula": "C34H51BN11S5Si2Tb",
  "method": "ωB97M-V/def2-TZVPD",
  "symbols": ["Tb", "C", "Si", "C", "C", "C", "C", "C", "C", "C", "Si", "C", "C", "H", "H", "H", "H", "H", "H", "H", "H", "H", "H", "H", "H", "H", "H", "H", "H", "C", "N", "C", "C", "N", "B", "N", "C", "C", "N", "C", "C", "S", "C", "S", "H", "H", "H", "H", "H", "H", "H", "H", "H", "H", "H", "H", "N", "C", "C", "C", "C", "C", "C", "N", "C", "C", "C", "S", "C", "N", "H", "H", "H", "H", "H", "H", "H", "C", "C", "N", "C", "S", "N", "C", "C", "H", "H", "H", "H", "H", "H", "H", "H", "H", "H", "H", "H", "N", "C", "N", "S", "H", "H", "H", "H"],
  "coordinates": [[-0.2521, 0.5532, 0.8394], [-2.7902, 3.7742, 1.6574], [-2.1890, 2.0805, 2.4188], [-3.8429, 1.3907, 3.1897], [-1.1705, 2.7018, 3.9630], [-1.8698, 3.0947, 5.1014], [-1.2256, 3.5186, 6.2490], [0.1561, 3.5603, 6.2783], [0.8657, 3.1947, 5.1499], [0.2290, 2.7683, 3.9869], [1.3524, 2.2949, 2.4814], [3.0196, 1.6544, 3.2374], [1.8604, 4.0134, 1.7183], [-3.3033, 4.3781, 2.4018], [-3.4808, 3.6134, 0.8335], [-1.9494, 4.3570, 1.2873], [-4.3949, 2.1489, 3.7402], [-3.6363, 0.5642, 3.8655], [-4.5023, 1.0093, 2.4147], [-2.9490, 3.0651, 5.0957], [-1.8011, 3.8095, 7.1174], [0.6767, 3.8755, 7.1729], [1.9444, 3.2383, 5.1790], [3.6151, 2.4641, 3.6552], [3.6286, 1.1563, 2.4876], [2.8259, 0.9286, 4.0221], [2.3299, 4.6460, 2.4664], [0.9973, 4.5491, 1.3332], [2.5656, 3.8912, 0.9009], [1.6379, -1.1884, -3.1569], [1.8056, -2.2641, -2.2266], [2.8692, -3.1276, -2.1987], [2.6745, -3.9466, -1.1391], [1.5103, -3.6056, -0.5134], [1.0736, -4.4741, 0.7167], [-0.0724, -3.8951, 1.5769], [-1.1327, -4.6552, 1.9919], [-1.7058, -4.0697, 3.0696], [-0.9984, -2.9265, 3.3205], [-1.2452, -1.9674, 4.3546], [-0.0207, -2.8278, 2.3879], [1.0920, -1.5574, 2.3766], [0.9897, -2.5741, -1.1781], [-0.5126, -1.8244, -0.9299], [2.5265, -0.5568, -3.1739], [0.7800, -0.5907, -2.8405], [1.4769, -1.5803, -4.1650], [3.6591, -3.0713, -2.9202], [3.2794, -4.7447, -0.7655], [2.0358, -4.5546, 1.4178], [0.7046, -5.5294, 0.2893], [-1.3800, -5.5762, 1.5057], [-2.5464, -4.3596, 3.6658], [-2.2437, -2.1192, 4.7563], [-1.1641, -0.9581, 3.9386], [-0.5120, -2.0676, 5.1562], [3.3346, 1.7675, -1.9801], [4.0847, 0.7238, -1.4956], [5.3736, 0.3011, -1.7651], [5.8113, -0.8422, -1.1144], [4.9928, -1.5189, -0.2143], [3.7033, -1.0998, 0.0619], [3.2338, 0.0331, -0.5962], [2.0050, 0.6505, -0.5481], [2.0959, 1.6945, -1.3800], [1.0654, 2.6441, -1.6078], [1.1507, 3.7957, -2.3837], [-0.3514, 4.6526, -2.3642], [-0.9922, 3.3989, -1.3498], [-0.1618, 2.4500, -1.0343], [3.6441, 2.5125, -2.5789], [6.0141, 0.8400, -2.4514], [6.8101, -1.2066, -1.3019], [5.3703, -2.4015, 0.2772], [3.0789, -1.6238, 0.7697], [1.9961, 4.1997, -2.8969], [-2.0079, 3.4438, -1.0101], [0.1932, 1.7415, -5.2782], [-1.1463, 1.0700, -5.0082], [-1.3038, 0.8398, -3.5809], [-2.1986, 0.0151, -2.9806], [-2.9643, 0.5469, -1.5923], [-2.5185, -1.1934, -3.5023], [-1.5826, -2.1217, -4.1197], [-2.2593, -2.9800, -5.1790], [0.3184, 1.9000, -6.3464], [1.0149, 1.1320, -4.9131], [0.2322, 2.7088, -4.7808], [-1.2221, 0.1252, -5.5448], [-1.9562, 1.7234, -5.3637], [-1.1974, 1.6968, -3.0481], [-3.1883, -1.6719, -2.9124], [-1.1603, -2.7591, -3.3336], [-0.7638, -1.5610, -4.5626], [-3.0892, -3.5422, -4.7574], [-1.5372, -3.6871, -5.5812], [-2.6378, -2.3638, -5.9921], [-3.4563, -3.1855, -0.3003], [-3.8612, -2.0610, 0.3118], [-5.0515, -1.5272, -0.0431], [-2.9898, -1.4247, 1.5724], [-3.9923, -3.6140, -1.0378], [-2.5436, -3.5455, -0.0680], [-5.4600, -1.7693, -0.9317], [-5.2190, -0.5870, 0.2762]],
  "e_tot_ev": -145525.2053,
  "e_above_lowest_kj_mol": 0.0,
  "molar_mass_da": 1000.1,
  "s_squared": 12.686,
  "multiplicity": 7,
  "gap_ha": [0.2001, 0.1941],
  "largest_force_ev_per_a": 2.51
}